C45H42N8O15 | the ωB97M-V functional and the def2-TZVPD basis

Properties
- calculated total energy (eV) = -89933.828
- ΔE to the lowest compared entry with this formula, charge and spin (kJ/mol) = 2504.53
- HOMO energy (eV) = -9.07
- structure (SMILES) = O=[N+]([O-])c1ccccc1.O=[N+]([O-])c1ccccc1.O=[N+]([O-])c1ccccc1.O=[N+]([O-])c1ccccc1.O=[N+]([O-])c1ccccc1.O=[N+]([O-])c1ccccc1.O=[N+]([O-])c1ccccc1.CN(C)C=O

Geometry as ORCA input:
```
! RIJCOSX wB97M-V def2-TZVPD def2/J DEFGRID3
* xyz 0 1
O 3.831 -2.707 -4.761
N 2.921 -2.053 -5.383
O 2.969 -1.895 -6.636
C 1.822 -1.762 -4.663
C 1.776 -1.731 -3.151
C 0.524 -1.408 -2.407
C -0.714 -0.817 -3.369
C -0.690 -0.927 -4.734
C 0.451 -1.602 -5.494
H 2.748 -1.974 -2.449
H 0.579 -1.362 -1.478
H -1.448 -0.221 -2.869
H -1.616 -0.642 -4.992
H 0.542 -1.812 -6.599
O 3.789 0.919 -4.616
N 3.307 1.921 -5.214
O 3.733 2.437 -6.237
C 2.131 2.510 -4.676
C 1.502 3.507 -5.522
C 0.245 4.298 -5.127
C -0.393 3.923 -3.771
C 0.084 2.889 -2.962
C 1.380 2.099 -3.343
H 1.959 3.761 -6.489
H -0.227 5.015 -5.676
H -1.292 4.176 -3.498
H -0.514 2.572 -2.028
H 1.404 1.451 -2.608
O 0.324 1.142 0.192
N 0.364 0.834 1.395
O 1.063 1.392 2.262
C -0.689 -0.118 1.903
C -1.649 -0.784 0.924
C -2.693 -1.796 1.427
C -2.502 -2.263 2.791
C -1.414 -1.825 3.707
C -0.645 -0.554 3.351
H -1.633 -0.636 -0.122
H -3.446 -2.400 0.884
H -3.229 -3.212 3.150
H -1.298 -2.410 4.443
H -0.014 -0.072 4.005
O 2.290 -1.472 0.650
N 3.369 -2.119 0.598
O 3.905 -2.561 -0.403
C 4.057 -2.091 1.903
C 5.450 -2.537 2.085
C 6.321 -2.415 3.349
C 5.518 -1.772 4.557
C 4.168 -1.475 4.549
C 3.300 -1.773 3.231
H 5.924 -2.930 1.043
H 7.331 -2.393 3.465
H 6.133 -1.570 5.410
H 3.667 -1.150 5.417
H 2.353 -1.449 3.446
O -3.305 7.861 -0.013
N -3.635 7.075 0.831
O -4.695 7.066 1.420
C -2.650 6.177 1.546
C -1.183 6.276 1.103
C -0.203 5.248 1.634
C -0.464 4.534 2.884
C -1.748 4.602 3.455
C -2.891 5.423 2.713
H -1.056 6.893 0.275
H 0.749 5.222 1.428
H 0.256 3.772 3.278
H -2.123 4.018 4.232
H -3.753 5.532 3.256
O -4.056 -6.860 4.883
N -3.408 -5.876 5.239
O -3.844 -5.074 6.102
C -2.036 -5.597 4.786
C -1.713 -5.665 3.222
C -0.313 -5.283 2.826
C 0.657 -4.716 3.873
C 0.395 -4.563 5.234
C -0.998 -4.962 5.736
H -2.466 -6.171 2.659
H -0.274 -5.468 1.707
H 1.627 -4.416 3.512
H 1.044 -4.021 5.914
H -1.325 -4.717 6.703
O -6.363 -1.227 -0.212
N -5.665 -1.185 -1.301
O -4.635 -1.923 -1.389
C -6.239 -0.625 -2.526
C -7.532 0.035 -2.421
C -8.092 0.632 -3.629
C -7.274 0.715 -4.979
C -6.054 0.067 -5.066
C -5.386 -0.703 -3.881
H -7.952 -0.160 -1.326
H -9.125 1.222 -3.631
H -7.815 1.246 -5.732
H -5.610 0.100 -5.946
H -4.429 -1.212 -4.008
C 3.552 1.578 0.672
N 4.990 1.467 0.644
C 5.672 1.033 -0.542
C 5.641 1.783 1.784
O 6.882 1.685 1.975
H 3.201 2.523 1.105
H 3.107 0.626 1.233
H 2.701 1.506 -0.304
H 5.006 0.597 -1.356
H 6.361 0.056 -0.221
H 6.332 1.874 -0.975
H 5.014 1.818 2.737
*
```